[1]
C22H16ClCoF3NO8 | ωB97M-V/def2-TZVPD

## Properties
lowest unoccupied orbital energy (spin up / spin down): 1.9 / 1.9 eV
M: 573.75 g/mol
multiplicity: 2
E_HOMO (spin up / spin down): -5.011 / -4.963 eV
calculated total energy: -3647.03105 Eh
total charge: -1

Each line ends with the Löwdin spin population.
Positions of all 52 atoms, in Å:
Co (-0.5720, -1.9121, 0.2248)  1.020
O (-4.4293, -3.2989, 0.5735)  0.000
C (-3.2670, -2.6503, 0.6881)  0.001
O (-2.2068, -3.2242, 0.7307)  0.001
C (-3.3988, -1.1640, 0.7773)  0.008
C (-4.5698, -0.4868, 0.4791)  -0.001
C (-4.5440, 0.8951, 0.5540)  0.006
C (-3.3833, 1.5256, 0.9739)  -0.001
C (-2.2771, 0.7483, 1.2967)  0.008
N (-2.2744, -0.5713, 1.1570)  0.019
C (-1.1042, 1.3830, 2.0131)  0.001
O (-0.6392, 2.5351, 1.4998)  0.000
O (-0.7936, 1.0174, 3.1071)  0.001
H (-4.2073, -4.2377, 0.4744)  0.000
H (-5.4515, -1.0307, 0.1752)  0.000
H (-5.4223, 1.4756, 0.3041)  0.000
H (-3.3335, 2.6011, 1.0791)  0.000
H (-0.6388, 2.4954, 0.5286)  0.000
O (2.1892, -3.4516, 2.4978)  0.003
Cl (0.8626, -3.5486, 1.9837)  0.002
O (0.1239, -4.5690, 2.6624)  0.002
O (0.8708, -3.7885, 0.5490)  0.022
O (0.1674, -2.2490, 2.1584)  0.000
F (-2.4109, -1.3669, -1.8605)  -0.005
C (-1.2169, -2.0790, -1.6047)  -0.024
F (-1.5936, -3.3800, -1.8910)  -0.005
F (-0.4305, -1.7465, -2.6655)  -0.002
C (1.7944, 4.2926, -2.3976)  -0.001
C (0.5928, 3.8031, -2.8884)  0.000
C (0.0833, 2.6063, -2.4084)  -0.001
C (0.7538, 1.8538, -1.4338)  -0.001
C (1.9591, 2.3734, -0.9399)  0.000
C (2.4673, 3.5701, -1.4204)  0.000
C (0.1008, 0.6098, -0.9694)  -0.005
C (0.5756, -0.4354, -0.2670)  -0.036
C (1.9969, -0.5142, 0.1343)  -0.002
C (2.9598, -0.8735, -0.8107)  -0.003
C (4.3001, -0.9418, -0.4653)  0.000
C (4.7038, -0.6548, 0.8323)  -0.003
C (3.7500, -0.3187, 1.7831)  0.000
C (2.4070, -0.2594, 1.4432)  -0.003
H (2.1993, 5.2270, -2.7661)  0.000
H (0.0501, 4.3521, -3.6489)  0.000
H (-0.8524, 2.2232, -2.8015)  0.000
H (2.4971, 1.8431, -0.1682)  0.000
H (3.4008, 3.9453, -1.0185)  0.000
H (-0.9279, 0.5416, -1.3240)  0.000
H (2.6395, -1.0949, -1.8221)  0.000
H (5.0336, -1.2228, -1.2121)  0.000
H (5.7508, -0.7120, 1.1045)  0.000
H (4.0498, -0.1175, 2.8045)  0.000
H (1.6658, -0.0181, 2.1945)  0.000

Atomic forces in eV per Å
Co -0.02 -0.07 -0.01
O 0.00 0.00 0.01
C -0.01 -0.01 0.01
O 0.02 0.02 -0.02
C 0.01 -0.01 -0.01
C 0.00 -0.01 -0.01
C 0.01 -0.01 0.01
C 0.01 0.03 0.00
C 0.08 -0.16 -0.09
N -0.06 0.03 0.05
C -0.44 0.26 0.27
O 0.22 -0.03 -0.24
O 0.16 -0.14 -0.07
H 0.00 0.00 0.00
H 0.00 0.00 0.00
H 0.00 0.00 0.00
H 0.00 -0.01 0.00
H 0.02 -0.02 0.00
O 0.00 0.00 0.00
Cl 0.01 0.01 0.01
O 0.00 0.01 0.01
O 0.01 -0.03 0.03
O 0.00 0.02 -0.07
F 0.02 0.00 -0.01
C -0.04 0.04 -0.01
F -0.01 0.00 0.00
F 0.00 -0.01 0.01
C 0.01 0.00 0.00
C 0.00 -0.01 0.00
C 0.00 0.00 0.00
C -0.03 0.02 0.07
C -0.01 0.00 0.01
C 0.00 0.01 0.00
C -0.01 0.05 0.05
C 0.03 0.01 0.04
C 0.00 -0.01 -0.02
C 0.00 -0.01 0.01
C 0.00 0.00 0.00
C 0.00 0.00 -0.01
C 0.00 0.01 0.01
C 0.01 0.01 -0.02
H 0.00 0.00 0.00
H 0.00 0.00 0.00
H 0.00 0.00 0.00
H 0.00 0.01 0.00
H 0.00 0.00 0.00
H 0.00 0.00 0.00
H 0.00 0.00 0.00
H 0.00 0.00 0.00
H 0.00 0.00 0.00
H 0.00 0.00 0.00
H 0.00 0.00 0.01

=====

[2]
C10H20P2 | ωB97M-V/def2-TZVPD

## Properties
lowest unoccupied orbital energy (spin up / spin down): -0.4 / -0.7 eV
M: 202.22 g/mol
E_HOMO (spin up / spin down): -7.796 / -8.002 eV
calculated total energy: -1075.55002 Eh
total charge: 0

Each line ends with the Löwdin charge.
Positions of all 32 atoms, in Å:
C (-2.1231, -0.5812, 0.0278)  -0.472
C (2.0878, 0.2983, -0.5472)  -0.296
C (-3.8047, 0.6338, 1.3955)  -0.067
C (-4.4143, -1.3025, 0.0271)  -0.096
C (-3.7685, 0.8262, -1.2609)  -0.054
C (3.7162, -1.3753, 0.2981)  -0.114
C (3.8278, 0.9978, 1.0783)  -0.033
C (4.6136, 0.2817, -1.3562)  -0.044
C (-3.5050, -0.0861, 0.0338)  -0.683
C (3.5804, 0.0853, -0.1834)  -0.657
P (-0.9086, 0.6590, -0.0612)  0.664
P (0.6195, -0.7561, 0.2470)  0.640
H (-1.8671, -1.6006, 0.1185)  0.010
H (1.8312, 1.4359, -0.6963)  0.054
H (-3.2174, 0.1262, 2.1472)  0.078
H (-3.5797, 1.6554, 1.4244)  0.054
H (-4.8309, 0.5530, 1.5872)  0.053
H (-4.0550, -1.8668, 0.9316)  0.093
H (-4.3360, -1.8050, -0.8989)  0.058
H (-5.5737, -1.0919, 0.2604)  0.129
H (-4.3114, 1.8013, -0.9364)  0.108
H (-2.8650, 1.0776, -1.6771)  -0.022
H (-4.4126, 0.4613, -2.0520)  0.067
H (4.6933, -1.6723, 0.5881)  0.079
H (2.9276, -1.4862, 0.9412)  -0.024
H (3.4805, -1.8812, -0.6469)  0.083
H (4.8707, 1.0243, 1.1112)  0.060
H (3.4779, 0.5083, 1.9247)  0.062
H (3.4169, 1.9171, 0.9105)  0.045
H (4.4670, 1.2883, -1.7564)  0.074
H (5.5719, 0.2820, -0.8320)  0.080
H (4.3906, -0.4076, -2.1476)  0.071

Atomic forces in eV per Å
C 1.96 3.46 -0.29
C -2.34 0.28 2.64
C 1.07 -1.23 -1.14
C -2.26 0.47 2.57
C -2.78 1.32 2.74
C 0.33 1.24 -3.70
C 0.61 -2.22 -2.86
C -1.62 1.81 1.89
C -2.28 0.57 -0.86
C -0.76 -0.76 0.31
P -0.94 -1.53 -0.02
P 4.25 2.15 -2.16
H 0.01 -1.14 0.17
H 0.31 -2.22 -0.21
H -0.09 -0.07 0.45
H 0.76 1.56 -0.22
H -1.56 -0.24 0.47
H -0.56 -0.26 -1.11
H 0.09 -1.02 -0.76
H 2.57 -0.17 -0.75
H 1.02 -1.45 -0.42
H 2.01 0.81 -1.06
H -0.09 -0.83 0.13
H 0.74 -0.10 0.71
H -1.39 -1.06 2.15
H 0.01 -0.77 0.46
H 1.87 0.55 0.51
H -0.93 -0.64 1.54
H -0.95 2.61 -0.02
H 0.18 0.04 -0.13
H 0.25 -0.54 -0.78
H 0.53 -0.60 -0.21

=====

[3]
C2H3N3O2 | ωB97M-V/def2-TZVPD

## Properties
lowest unoccupied orbital energy: 0.3 eV
M: 101.06 g/mol
E_HOMO: -9.364 eV
calculated total energy: -392.58314 Eh
total charge: 0

Each line ends with the Löwdin charge.
Positions of all 10 atoms, in Å:
C (0.4102, -0.6893, -0.1071)  -0.406
C (0.2205, 0.7645, -0.1651)  -0.407
H (1.9885, -1.9667, -0.0143)  0.134
H (2.1885, -0.1287, -0.3491)  0.131
H (-1.9458, 1.6762, 0.1326)  0.328
N (1.6855, -0.9915, -0.0542)  0.166
N (-0.6517, -1.3198, 0.2729)  0.169
N (-1.0729, 0.7660, -0.1446)  -0.002
O (-1.7828, -0.3547, -0.0394)  -0.080
O (1.0651, 1.7029, 0.2076)  -0.034

Atomic forces in eV per Å
C -0.54 0.34 1.30
C 2.29 3.35 2.97
H 0.29 0.98 -0.18
H 0.61 -1.53 0.59
H 4.38 -3.30 -1.27
N 1.32 -0.66 -0.52
N -1.24 -0.67 -1.52
N -7.17 7.60 0.42
O 2.83 -2.58 0.83
O -2.79 -3.53 -2.61

=====

[4]
C6H9NS | ωB97M-V/def2-TZVPD

## Properties
lowest unoccupied orbital energy (spin up / spin down): 0.9 / -1.8 eV
M: 127.21 g/mol
multiplicity: 3
E_HOMO (spin up / spin down): -4.194 / -8.153 eV
calculated total energy: -686.71220 Eh
total charge: 0

Each line ends with the Löwdin spin population.
Positions of all 17 atoms, in Å:
C (0.3930, 1.0002, 0.0155)  0.030
C (-0.9400, -0.9400, -0.0195)  0.567
C (1.2086, 1.9717, 0.3130)  0.140
C (-1.4033, -2.1791, 0.0031)  0.755
C (-1.2340, 1.6388, -0.3708)  0.029
C (1.5248, -1.2166, 0.0331)  0.005
N (0.3214, -0.3268, -0.0071)  0.153
S (-2.2424, 0.2827, 0.1971)  0.185
H (2.2619, 1.8867, 0.7177)  0.010
H (0.7443, 2.9704, 0.3705)  0.011
H (-2.5075, -2.2879, -0.0123)  0.046
H (-0.8495, -3.1202, -0.0031)  0.055
H (-1.4684, 2.5350, 0.2284)  0.001
H (-1.2198, 2.0655, -1.4370)  0.007
H (1.1309, -2.2079, -0.3972)  0.001
H (2.2466, -0.7078, -0.6998)  0.000
H (2.0332, -1.3648, 1.0685)  0.006

Atomic forces in eV per Å
C -5.48 1.98 -1.02
C 1.13 9.95 -0.26
C 2.96 1.74 1.48
C -2.96 -8.52 0.26
C 2.90 0.16 0.03
C 0.13 0.15 -0.75
N 0.65 -3.11 0.50
S 0.84 -0.70 -0.77
H -1.30 -0.10 -0.72
H 0.70 -0.58 -0.22
H 1.02 -0.09 0.02
H -0.05 0.49 -0.03
H 0.47 -0.57 0.12
H -0.33 -1.50 1.11
H 1.15 1.43 0.77
H -0.70 -1.12 1.15
H -1.13 0.39 -1.69

=====

- What is the formula in the first record?
  C22H16ClCoF3NO8

=====

- calculated total energy of number 1 (C22H16ClCoF3NO8)?
  -3647.03105 Eh

=====

- Among the records above, which one has the lowest calculated total energy?
  C22H16ClCoF3NO8